Computed, not measured: a cluster of 2 separate species, CH2N2OS2 in total, with ωB97M-V with the def2-TZVPD basis set.

Computed properties:
HOMO-LUMO gap in eV: 7.1
Energy relative to the best compared isomer or geometry (same formula, charge and spin) in kcal per mole: 46.1
Total charge: 0
Electronic energy in eV: -27764.2894

Atoms and positions in Å:
C -0.41 -0.58 -0.63
N -0.73 -0.19 -1.79
N -1.08 0.12 -2.82
O 1.71 -0.45 1.71
S 0.13 1.70 2.63
S 1.08 0.76 1.21
H 0.48 -1.08 -0.31
H -1.19 -0.28 0.00